Molecular formula: C42H53N4
Method: DFT, ωB97M-V/def2-TZVPD

Structure (ORCA input):
```
! wB97M-V def2-TZVPD RIJCOSX def2/J DEFGRID3
* xyz 1 1
C 1.79 3.49 -0.92
C 2.46 2.70 0.20
C 3.12 3.63 1.22
C 3.39 1.61 -0.34
C 4.77 1.79 -0.43
C 5.58 0.81 -0.99
C 5.01 -0.34 -1.51
C 3.63 -0.55 -1.43
C 3.04 -1.83 -2.05
C 3.40 -3.03 -1.18
C 3.40 -2.04 -3.52
C 2.83 0.38 -0.73
N 1.40 0.19 -0.58
N 0.58 0.77 -1.49
N -0.68 0.41 -1.18
C -1.82 0.59 -2.09
C -2.23 -0.48 -2.90
C -1.34 -1.68 -3.03
C -0.15 -1.39 -3.97
C -2.05 -2.98 -3.43
C -3.42 -0.40 -3.62
C -4.18 0.76 -3.62
C -3.72 1.86 -2.91
C -2.57 1.78 -2.12
C -2.13 3.02 -1.35
C -3.27 3.67 -0.58
C -1.47 4.03 -2.30
C -0.64 -0.49 -0.12
C -1.83 -1.06 0.42
C -1.88 -2.44 0.71
C -2.99 -2.93 1.39
C -4.13 -2.13 1.55
C -4.10 -0.77 1.21
C -2.93 -0.22 0.70
C 0.64 -0.64 0.30
C 1.00 -1.45 1.45
H 1.21 2.80 -1.55
H 1.10 4.24 -0.51
H 2.52 4.00 -1.56
H 1.66 2.16 0.73
H 3.59 3.06 2.02
H 3.87 4.28 0.75
H 2.35 4.28 1.67
H 5.22 2.71 -0.05
H 6.65 0.95 -1.01
H 5.65 -1.10 -1.97
H 1.95 -1.70 -2.02
H 3.03 -2.87 -0.16
H 2.96 -3.95 -1.58
H 4.49 -3.16 -1.12
H 3.08 -1.18 -4.12
H 4.48 -2.18 -3.68
H 2.89 -2.93 -3.91
H -0.90 -1.88 -2.04
H 0.35 -0.46 -3.67
H 0.57 -2.22 -3.94
H -0.51 -1.27 -5.01
H -2.89 -3.17 -2.76
H -2.41 -2.94 -4.47
H -1.35 -3.82 -3.34
H -3.76 -1.26 -4.20
H -5.09 0.84 -4.22
H -4.28 2.81 -2.94
H -1.37 2.69 -0.63
H -3.80 2.94 0.04
H -2.88 4.45 0.08
H -4.01 4.14 -1.25
H -0.70 3.54 -2.90
H -2.22 4.46 -2.99
H -1.01 4.85 -1.72
H -1.07 -3.09 0.34
H -2.98 -3.97 1.74
H -5.05 -2.56 1.94
H -4.98 -0.13 1.32
H -2.82 0.85 0.48
H 0.95 -2.57 1.22
H 1.94 -1.14 1.89
C 1.29 -3.45 4.40
N 0.90 -2.05 4.30
C 1.62 -1.12 5.14
C 0.06 -1.62 3.31
C -0.78 -0.45 3.72
C -0.22 0.81 3.55
C -0.97 1.97 3.82
C -2.28 1.83 4.28
C -2.84 0.57 4.50
C -2.09 -0.57 4.23
H 2.31 -3.46 4.82
H 0.61 -3.98 5.09
H 1.25 -3.94 3.42
H 2.35 -1.72 5.70
H 2.16 -0.36 4.54
H 0.99 -0.59 5.87
H -0.48 -2.46 2.84
H 0.82 0.87 3.24
H -0.48 2.95 3.73
H -2.88 2.72 4.45
H -3.84 0.50 4.94
H -2.50 -1.57 4.46
*
```

Results
E_HOMO ... -10.33 eV
Relative energy (zero: lowest compared OMol25 entry of this formula, charge and spin) ... 0.3539 eV
Lowest unoccupied orbital energy ... -2.748 eV
Orbital gap ... 7.584 eV

Molecular formula: C42H54BrN12O6PPb
Method: DFT, ωB97M-V/def2-TZVPD

Structure (ORCA input):
```
! wB97M-V def2-TZVPD RIJCOSX def2/J DEFGRID3
* xyz 0 1
Pb -0.43 1.37 0.96
C 1.14 -1.65 3.04
C -0.24 -1.19 3.21
N -0.82 -0.08 2.71
C -2.06 0.04 3.22
C -2.35 -1.04 4.02
N -1.19 -1.82 3.99
C -3.50 -1.43 4.95
O -4.46 -0.56 4.99
O -3.38 -2.46 5.60
C -2.98 1.14 2.77
O -4.16 1.10 3.05
O -2.42 2.03 2.06
H 1.30 -1.98 2.05
H 1.50 -2.35 3.78
H 1.64 -0.67 3.20
H -1.12 -2.80 4.36
H -4.41 0.04 4.23
Br 2.46 7.15 -0.34
C 3.75 5.93 0.29
C 4.05 4.81 -0.53
C 4.96 3.86 -0.05
C 5.55 4.06 1.21
C 5.26 5.19 1.95
C 4.33 6.15 1.52
N 6.59 3.13 1.73
N 6.41 1.90 1.77
C 5.09 1.45 1.51
C 4.90 0.45 0.57
C 3.65 -0.01 0.15
C 2.51 0.55 0.80
O 1.31 0.10 0.54
C 2.70 1.44 1.95
N 1.53 1.76 2.54
C 1.54 2.65 3.46
C 2.78 3.24 3.86
C 3.96 2.90 3.24
C 3.97 1.96 2.28
H 3.59 4.83 -1.49
H 5.23 3.02 -0.62
H 5.70 5.30 2.99
H 4.02 7.03 2.13
H 5.81 0.08 0.02
H 3.58 -0.83 -0.60
H 0.59 3.02 3.83
H 2.72 4.04 4.61
H 4.85 3.42 3.51
N -1.44 0.03 -0.32
P -1.81 0.01 -1.80
N -2.93 1.20 -2.34
C -3.15 1.47 -3.81
C -4.64 1.67 -4.05
C -5.10 2.86 -3.31
C -4.67 2.78 -1.82
C -3.22 2.40 -1.56
N -2.45 -1.53 -2.15
C -3.14 -2.29 -1.04
C -3.47 -3.76 -1.29
C -4.18 -3.86 -2.61
C -3.27 -3.26 -3.71
C -3.03 -1.76 -3.46
N -0.65 0.12 -3.00
C -0.21 1.44 -3.39
C 1.31 1.58 -3.09
C 2.15 0.61 -3.95
C 1.40 -0.72 -4.02
C 0.43 -0.85 -2.83
H -2.82 0.66 -4.43
H -2.60 2.36 -4.07
H -5.24 0.80 -3.69
H -4.95 1.62 -5.12
H -6.19 3.04 -3.29
H -4.68 3.82 -3.70
H -5.31 1.98 -1.35
H -4.85 3.76 -1.27
H -3.12 2.25 -0.46
H -2.63 3.26 -1.89
H -4.05 -1.81 -0.70
H -2.48 -2.25 -0.17
H -4.02 -4.12 -0.39
H -2.60 -4.38 -1.35
H -5.12 -3.27 -2.63
H -4.52 -4.83 -2.91
H -3.79 -3.31 -4.72
H -2.26 -3.72 -3.73
H -4.04 -1.25 -3.58
H -2.31 -1.36 -4.15
H -0.85 2.15 -2.86
H -0.46 1.63 -4.48
H 1.43 1.29 -2.01
H 1.62 2.62 -3.23
H 3.14 0.47 -3.48
H 2.25 1.01 -4.99
H 2.17 -1.50 -3.94
H 0.89 -0.80 -5.00
H 0.96 -0.68 -1.87
H -0.05 -1.86 -2.82
C 0.32 3.34 0.31
H -0.07 3.41 -0.68
H 1.38 3.26 0.52
H -0.24 4.08 0.88
C 2.05 -6.77 4.21
N 1.55 -5.99 3.04
C 2.18 -6.20 1.82
C 1.84 -5.35 0.84
C 0.78 -4.35 1.12
N 0.19 -4.19 2.28
C 0.59 -5.01 3.30
O 0.11 -4.89 4.45
N 0.39 -3.52 0.10
H 2.74 -7.57 3.91
H 1.21 -7.29 4.67
H 2.44 -6.12 4.96
H 2.93 -7.00 1.69
H 2.27 -5.40 -0.14
H 0.94 -3.40 -0.72
H -0.48 -3.03 0.23
*
```

Results
E_HOMO ... -7.87 eV
Relative energy (zero: lowest compared OMol25 entry of this formula, charge and spin) ... 0.0000 eV
Lowest unoccupied orbital energy ... -0.621 eV
Orbital gap ... 7.249 eV

Molecular formula: C42H54CsN14O3S2
Method: DFT, ωB97M-V/def2-TZVPD

Structure (ORCA input):
```
! wB97M-V def2-TZVPD RIJCOSX def2/J DEFGRID3
* xyz -1 1
Cs -0.48 -0.38 -0.50
C -3.96 0.75 1.60
C -5.01 0.15 0.79
C -5.11 -1.24 1.11
C -4.14 -1.54 2.08
C -3.38 -0.34 2.39
C -2.35 -0.30 3.40
C -3.74 -2.89 2.63
C -6.09 -2.22 0.57
C -5.87 0.97 -0.16
C -3.46 2.14 1.48
H -2.33 0.59 4.01
H -1.27 -0.30 2.98
H -2.41 -1.13 4.07
H -4.10 -3.72 2.03
H -4.07 -3.07 3.63
H -2.63 -2.95 2.55
H -7.07 -1.73 0.40
H -6.19 -3.04 1.22
H -5.78 -2.67 -0.41
H -5.37 1.94 -0.15
H -6.91 1.06 0.21
H -5.85 0.59 -1.14
H -4.25 2.90 1.67
H -3.15 2.40 0.44
H -2.64 2.35 2.16
C 1.41 -5.27 7.24
C 1.49 -4.22 6.16
C 2.71 -3.68 5.71
C 2.75 -2.90 4.62
C 1.59 -2.52 4.02
C 0.37 -2.83 4.53
C 0.30 -3.69 5.62
S 1.66 -1.89 2.39
O 1.33 -0.49 2.42
O 2.97 -2.26 1.92
N 0.51 -2.52 1.51
C 0.54 -3.77 1.05
C 1.35 -4.85 1.54
C 1.26 -6.08 0.91
C 0.49 -6.19 -0.28
C -0.30 -5.12 -0.65
N -0.35 -3.99 0.02
H 0.55 -5.09 7.89
H 2.31 -5.28 7.85
H 1.33 -6.26 6.83
H 3.59 -3.87 6.33
H 3.64 -2.45 4.17
H -0.55 -2.42 4.06
H -0.70 -3.99 6.01
H 2.03 -4.66 2.33
H 1.78 -6.96 1.25
H 0.41 -7.13 -0.80
H -0.95 -5.17 -1.57
N 3.31 2.67 -2.43
C 2.70 3.79 -3.07
C 1.68 3.30 -3.82
N 1.67 1.95 -3.77
C 2.68 1.57 -2.96
C 3.06 0.15 -2.75
N 2.71 -0.87 -3.52
C 3.35 -1.97 -2.99
C 4.10 -1.61 -1.90
N 4.01 -0.22 -1.83
H 4.22 2.67 -2.00
H 3.01 4.80 -2.85
H 0.84 3.81 -4.32
H 3.25 -2.97 -3.43
H 4.74 -2.18 -1.28
H 4.37 0.41 -1.08
N 1.75 -1.40 -6.39
C 0.48 -1.72 -6.75
O 0.18 -2.24 -7.82
C -0.62 -1.51 -5.71
C -1.90 -2.09 -5.90
C -2.86 -2.01 -4.90
C -2.58 -1.16 -3.79
N -1.34 -0.64 -3.56
C -0.43 -0.76 -4.54
H 2.47 -1.75 -6.97
H 2.00 -1.28 -5.40
H -2.10 -2.57 -6.88
H -3.78 -2.60 -4.93
H -3.40 -1.01 -3.07
H 0.51 -0.28 -4.27
C 0.68 6.93 -1.86
C -0.82 6.76 -2.09
C -1.11 6.53 -3.55
C -1.34 5.78 -1.05
N -1.03 4.43 -1.41
C -1.91 3.55 -2.03
N -1.61 2.34 -1.70
N -0.45 2.42 -0.92
N -0.15 3.64 -0.68
H 1.24 6.94 -2.79
H 1.15 6.15 -1.20
H 0.83 7.89 -1.32
H -1.27 7.67 -1.81
H -0.45 5.71 -3.83
H -0.83 7.44 -4.09
H -2.17 6.26 -3.76
H -2.43 5.80 -0.99
H -0.86 6.00 -0.07
H -2.74 3.76 -2.69
S 5.76 2.74 -0.06
C 4.85 2.61 1.35
N 5.44 2.24 2.53
C 4.55 2.08 3.65
C 3.21 2.57 3.05
N 3.53 2.75 1.61
H 6.33 1.73 2.43
H 4.91 2.78 4.43
H 4.47 1.01 3.91
H 2.94 3.55 3.50
H 2.37 1.86 3.24
H 2.89 3.12 0.93
*
```

Results
E_HOMO ... -2.25 eV
Relative energy (zero: lowest compared OMol25 entry of this formula, charge and spin) ... 2.9410 eV
Lowest unoccupied orbital energy ... 1.607 eV
Orbital gap ... 3.860 eV

Molecular formula: C42H55CdN8OSSb
Method: DFT, ωB97M-V/def2-TZVPD

Structure (ORCA input):
```
! wB97M-V def2-TZVPD RIJCOSX def2/J DEFGRID3
* xyz 0 1
Cd 0.73 -1.35 -0.55
C 1.66 0.73 -3.34
C 0.38 0.03 -3.66
C -0.35 0.36 -4.79
C -1.54 -0.29 -5.04
C -1.93 -1.33 -4.22
C -1.13 -1.65 -3.14
N -0.04 -0.94 -2.83
C -1.33 -2.93 -2.38
C -2.16 -3.92 -2.88
C -2.17 -5.15 -2.26
C -1.36 -5.36 -1.15
C -0.55 -4.33 -0.73
N -0.50 -3.15 -1.36
C 0.32 -4.52 0.47
C -0.06 -5.36 1.50
C 0.81 -5.55 2.56
C 2.04 -4.92 2.53
C 2.33 -4.05 1.48
C 3.65 -3.33 1.44
N 1.48 -3.85 0.48
H 2.00 1.32 -4.19
H 2.42 -0.01 -3.06
H 1.53 1.39 -2.48
H 0.02 1.13 -5.46
H -2.16 0.00 -5.88
H -2.86 -1.84 -4.40
H -2.80 -3.74 -3.73
H -2.80 -5.95 -2.64
H -1.35 -6.32 -0.65
H -1.04 -5.83 1.49
H 0.54 -6.20 3.38
H 2.76 -5.07 3.32
H 4.47 -4.05 1.49
H 3.74 -2.66 2.30
H 3.73 -2.75 0.52
O 2.81 -1.19 -1.22
C 3.85 -0.51 -0.86
C 4.93 -0.38 -1.77
C 6.07 0.32 -1.46
C 6.20 0.95 -0.22
C 5.18 0.83 0.69
C 4.01 0.10 0.41
C 3.01 -0.06 1.46
N 1.73 -0.42 1.36
C 1.22 -0.43 2.65
C 2.18 -0.08 3.53
N 3.31 0.15 2.77
H 4.82 -0.87 -2.73
H 6.87 0.40 -2.19
H 7.09 1.52 0.02
H 5.27 1.34 1.64
H 0.19 -0.68 2.84
H 2.17 0.04 4.60
H 4.20 0.44 3.11
C -2.51 -2.66 4.23
N -2.80 -2.37 2.83
C -4.16 -2.55 2.34
C -1.81 -2.18 1.98
N -0.94 -2.01 1.23
H -3.16 -2.06 4.86
H -1.47 -2.40 4.45
H -2.67 -3.72 4.45
H -4.83 -1.91 2.92
H -4.48 -3.59 2.46
H -4.21 -2.26 1.29
C -0.81 3.36 -2.87
C -1.74 3.35 -1.67
C -2.96 2.47 -1.98
C -2.21 4.78 -1.40
Sb -0.65 2.25 -0.07
C -2.04 2.42 1.69
C -2.86 3.71 1.74
C -2.98 1.23 1.55
C -1.27 2.28 3.00
C 1.07 3.60 0.39
C 0.80 5.09 0.18
C 2.18 3.15 -0.57
C 1.55 3.37 1.82
H -1.32 3.82 -3.73
H -0.53 2.35 -3.16
H 0.10 3.94 -2.68
H -3.45 2.82 -2.90
H -3.70 2.52 -1.17
H -2.69 1.42 -2.12
H -2.75 5.13 -2.29
H -1.38 5.47 -1.24
H -2.89 4.86 -0.56
H -3.58 3.75 0.92
H -2.23 4.60 1.72
H -3.44 3.73 2.68
H -3.56 1.26 0.63
H -3.68 1.22 2.40
H -2.43 0.29 1.54
H -0.85 3.24 3.33
H -0.45 1.56 2.94
H -1.96 1.94 3.79
H 0.62 5.33 -0.87
H 1.68 5.67 0.50
H -0.05 5.44 0.77
H 1.90 3.30 -1.61
H 2.43 2.10 -0.43
H 3.09 3.74 -0.39
H 0.88 3.83 2.54
H 2.54 3.83 1.95
H 1.64 2.31 2.06
S -3.30 -1.34 -0.91
C -4.27 -0.89 -2.18
N -4.94 -0.61 -3.10
*
```

Results
E_HOMO ... -7.03 eV
Lowest unoccupied orbital energy ... -0.025 eV
Orbital gap ... 7.003 eV